[1]
82
Properties=species:S:1:pos:R:3:forces:R:3 method="wB97M-V/def2-TZVPD" energy_ev=-166855.2161 homo_lumo_gap_ha="0.23584 / 0.23531" s2=0.7540 multiplicity=2 e_above_lowest_kj_mol=0.0 largest_force_ha_per_bohr=0.01065 total_charge=-1 lumo_energy_ev="2.392 / 2.383" homo_energy_ha="-0.1479 / -0.1477"
Ti -0.12876 -0.25516 -0.09179 0.140 0.253 0.195
C -1.03852 -1.18066 4.50675 -0.022 -0.013 0.007
Si -0.84823 0.15821 3.17606 0.004 0.046 -0.008
C -0.38522 1.76884 4.02633 -0.001 0.006 0.008
C -2.59406 0.33842 2.51748 -0.013 -0.005 -0.007
N 0.29181 -0.22157 1.93279 -0.052 -0.151 -0.046
C 1.65170 -0.33484 2.19156 0.078 -0.006 -0.042
C 2.24328 -0.54726 3.43793 0.028 -0.015 -0.001
C 3.62219 -0.70020 3.57832 0.008 0.005 -0.035
C 4.43713 -0.64966 2.46172 -0.020 0.006 0.032
C 3.87162 -0.41475 1.20949 0.027 0.064 -0.058
C 2.50125 -0.21829 1.05209 -0.046 -0.135 0.073
N 1.85529 0.03270 -0.15520 0.042 0.052 0.058
Si 2.68255 0.67501 -1.53231 -0.023 -0.007 0.008
C 3.90926 2.01936 -1.04757 -0.015 0.026 -0.011
C 1.42116 1.46906 -2.66504 -0.016 0.010 0.009
C 3.59190 -0.63797 -2.52866 0.041 0.003 -0.010
H -1.75605 -0.83215 5.25647 -0.001 0.003 0.000
H -0.12103 -1.45560 5.02671 0.003 0.005 0.005
H -1.45657 -2.08900 4.06384 0.006 -0.006 0.012
H -1.12411 2.03665 4.78702 0.008 0.006 0.004
H -0.35296 2.56672 3.27976 -0.001 -0.002 -0.002
H 0.59534 1.71874 4.50365 0.005 -0.002 -0.013
H -3.21342 0.74456 3.32433 0.001 0.010 -0.004
H -3.03179 -0.62140 2.23435 -0.008 -0.003 0.002
H -2.65987 1.01132 1.66245 0.003 -0.004 0.003
H 1.61999 -0.60274 4.32013 -0.006 -0.005 0.003
H 4.04510 -0.86909 4.56174 0.003 -0.001 0.000
H 5.50817 -0.78700 2.55173 0.000 0.000 0.004
H 4.51539 -0.37686 0.33771 -0.004 -0.001 0.004
H 3.50505 2.60644 -0.21973 0.006 0.011 -0.002
H 4.06145 2.69160 -1.89714 0.007 0.003 0.004
H 4.88439 1.63791 -0.74316 -0.006 -0.012 0.010
H 0.94866 2.32266 -2.17460 0.001 0.009 -0.010
H 0.63194 0.77638 -2.96004 0.018 0.018 0.018
H 1.92243 1.81770 -3.57391 -0.003 0.001 -0.002
H 4.27871 -1.22309 -1.91154 -0.012 -0.006 -0.003
H 4.17258 -0.17811 -3.33431 0.011 0.005 0.004
H 2.86600 -1.31382 -2.98437 -0.010 -0.037 0.011
Br -5.88600 -1.09111 -0.92665 0.087 0.036 -0.029
C -2.75121 -2.17073 -0.11524 0.078 0.004 0.075
C -3.55346 -3.26048 0.20648 -0.024 0.036 -0.035
C -3.10077 -4.17635 1.13474 0.008 -0.026 0.029
C -1.86088 -3.98613 1.72836 0.001 -0.015 0.004
C -1.12887 -2.87463 1.36878 -0.002 0.036 -0.026
N -1.55829 -1.98259 0.46705 -0.258 -0.036 -0.011
H -4.51561 -3.37115 -0.27094 0.003 -0.012 0.005
H -3.70958 -5.03487 1.39036 -0.001 0.002 0.000
H -1.46825 -4.67338 2.46486 -0.004 -0.002 0.001
H -0.17184 -2.64654 1.82157 -0.015 0.004 0.000
C -0.57355 -0.33997 -5.39954 -0.001 0.002 -0.033
C -0.05998 -1.72511 -5.06132 0.004 0.031 0.002
O 0.47712 -1.76603 -3.73878 0.004 0.028 0.032
P -0.55066 -2.19683 -2.53173 -0.144 0.070 -0.005
O -1.04446 -0.79943 -1.90671 0.161 -0.368 -0.373
Te -3.35070 -0.74048 -1.57717 -0.173 -0.059 0.138
O 0.59315 -2.44836 -1.37974 0.051 0.024 0.040
C 1.39144 -3.63305 -1.40927 -0.035 0.024 -0.030
C 2.19123 -3.70968 -0.13127 0.013 -0.010 0.037
H -0.94584 -0.31729 -6.42582 -0.004 0.001 -0.007
H 0.22237 0.39768 -5.29696 -0.011 -0.009 -0.003
H -1.38625 -0.05505 -4.72971 0.006 -0.003 0.003
H 0.74974 -2.01635 -5.73228 0.003 0.004 0.000
H -0.86077 -2.46698 -5.15851 -0.004 -0.010 0.003
H 2.05240 -3.59006 -2.27843 0.018 0.012 -0.018
H 0.73425 -4.50323 -1.52268 0.015 -0.005 0.001
H 2.79033 -2.80956 0.00146 0.019 0.035 0.000
H 2.85459 -4.57626 -0.16072 0.003 0.003 0.008
H 1.53671 -3.80738 0.73607 0.012 -0.001 -0.026
C -1.02304 1.68339 -0.17218 -0.017 0.059 0.036
C -1.53299 2.78995 -0.21578 0.016 0.017 -0.058
C -2.15391 4.07920 -0.26034 0.007 0.002 0.019
C -2.26005 4.78645 -1.46222 -0.002 0.000 -0.001
C -2.86130 6.03431 -1.49829 0.002 0.001 0.001
C -3.37019 6.60231 -0.33777 -0.001 -0.005 0.002
C -3.27223 5.90859 0.86137 0.001 0.001 -0.004
C -2.67090 4.66125 0.90199 0.002 -0.002 0.005
H -1.86241 4.33955 -2.36424 -0.001 0.000 0.000
H -2.93368 6.56681 -2.43889 -0.001 0.001 0.000
H -3.84019 7.57739 -0.36773 -0.001 0.000 0.000
H -3.66691 6.34202 1.77224 -0.001 0.001 -0.002
H -2.59239 4.11711 1.83454 0.002 0.000 -0.001



[2]
87
Properties=species:S:1:pos:R:3:forces:R:3 method="wB97M-V/def2-TZVPD" energy_ev=-115709.9968 homo_lumo_gap_ha=0.30495 e_above_lowest_kj_mol=44.2 largest_force_ha_per_bohr=0.02294 lumo_energy_ev=0.512 homo_energy_ha=-0.2861
Ca 0.37612 0.73785 0.30555 -0.724 -0.241 -0.900
C 2.07277 -2.81436 0.09046 -0.003 -0.017 0.026
C 1.08394 -2.36169 -0.94918 -0.077 0.091 0.055
C 1.49388 -1.58101 -2.02488 0.055 0.062 0.006
C 0.59899 -1.16463 -3.00843 -0.007 -0.030 -0.041
C 1.06605 -0.28382 -4.13554 -0.013 0.002 -0.017
C -0.72625 -1.57268 -2.91270 -0.018 0.008 0.004
C -1.17936 -2.33094 -1.83240 0.016 -0.019 -0.007
C -2.62216 -2.75164 -1.74182 -0.008 0.017 0.015
C -0.26582 -2.70233 -0.85340 -0.010 -0.012 -0.007
H 2.68076 -3.63812 -0.29102 -0.012 0.006 -0.011
H 1.56329 -3.16256 0.98928 0.006 0.015 -0.018
H 2.74587 -2.00037 0.36263 -0.006 -0.024 -0.006
H 2.53627 -1.28360 -2.09643 -0.035 -0.018 0.014
H 1.91388 -0.72960 -4.65926 -0.004 0.009 0.019
H 1.38427 0.68664 -3.74723 0.000 -0.018 0.001
H 0.27114 -0.11779 -4.86394 0.011 -0.009 0.015
H -1.42433 -1.29366 -3.69933 0.022 -0.007 0.025
H -2.81732 -3.60633 -2.39367 0.006 0.009 0.000
H -3.29183 -1.94347 -2.04208 0.017 -0.024 0.013
H -2.88158 -3.04096 -0.72338 0.010 0.008 -0.023
H -0.60882 -3.26579 0.00783 0.017 0.005 -0.028
C -1.69833 0.29153 4.57664 0.050 0.016 0.011
C -0.33795 0.70542 4.02650 0.032 -0.050 0.388
O 0.51580 0.96382 5.15538 -0.136 0.083 -0.142
P 0.43862 -0.66928 3.11973 0.190 0.268 0.303
O 1.99500 -0.41366 3.09070 0.367 0.094 -0.181
O 0.32692 -1.94850 4.04447 0.026 -0.080 0.057
O -0.18166 -0.88499 1.79240 -0.079 -0.329 -0.053
P -0.52325 2.13292 2.85688 -0.052 -0.114 0.314
O -0.46238 3.39422 3.84746 -0.120 0.128 -0.078
O 0.73794 2.11225 2.03087 0.356 0.165 0.109
O -1.80483 2.01573 2.11533 -0.067 0.088 -0.112
H -1.58527 -0.51036 5.30629 0.011 -0.009 -0.022
H -2.35796 -0.02962 3.77212 0.015 0.004 0.010
H -2.15152 1.14637 5.07953 -0.013 0.006 -0.014
H 1.26357 1.50888 4.87262 0.024 -0.058 -0.038
H 2.38710 0.12711 2.36906 -0.326 -0.137 0.220
H 0.79569 -1.85375 4.88646 -0.032 0.016 -0.082
H -1.33105 3.80049 3.96229 0.079 -0.065 -0.029
Cl 2.31335 6.06458 -0.11079 0.029 -0.096 -0.012
C 2.47994 5.58648 1.55546 0.033 -0.089 0.050
C 1.97760 6.43663 2.52467 0.077 -0.055 -0.072
C 2.11293 6.09789 3.85866 -0.056 -0.010 0.050
C 2.70290 4.89394 4.19936 -0.023 -0.001 0.135
C 3.15938 4.03341 3.21864 -0.030 -0.029 -0.005
Cl 3.74961 2.48101 3.72688 -0.082 -0.033 -0.027
C 3.10085 4.36147 1.85998 -0.124 0.252 0.013
N 3.54559 3.52101 0.84947 -0.171 0.038 -0.129
C 4.84142 3.00176 0.74430 0.253 -0.121 -0.106
C 5.86414 3.40352 1.59731 0.044 -0.032 0.001
C 7.12831 2.83820 1.49713 -0.054 0.142 0.161
C 7.39184 1.88054 0.53930 0.039 -0.125 -0.166
C 6.38160 1.50939 -0.34039 0.105 0.019 0.046
C 5.11238 2.05827 -0.26564 -0.079 0.075 0.158
C 4.07719 1.69649 -1.29513 -0.229 0.102 0.126
C 2.71804 1.25434 -0.75187 0.160 0.195 -0.355
O 2.66080 0.43538 0.20346 0.254 -0.100 0.254
O 1.68084 1.71409 -1.31944 0.368 0.019 0.073
H 1.50377 7.36071 2.22280 0.016 -0.021 0.005
H 1.73455 6.75557 4.63017 0.030 -0.017 -0.022
H 2.78233 4.58909 5.23418 -0.006 0.011 -0.015
H 3.06586 3.66759 -0.02639 0.010 -0.018 -0.037
H 5.67130 4.16410 2.34391 0.014 -0.032 -0.030
H 7.90943 3.15728 2.17748 -0.048 0.001 -0.024
H 8.37673 1.43747 0.46071 -0.045 -0.005 -0.001
H 6.58344 0.77457 -1.11206 0.002 0.013 0.016
H 4.47371 0.88615 -1.90973 -0.096 -0.067 -0.019
H 3.88048 2.53505 -1.96800 0.035 0.012 -0.018
C -4.15787 2.79254 -1.90589 -0.026 0.036 -0.012
C -3.37908 1.73030 -2.67280 -0.026 -0.026 0.054
C -4.33879 0.74477 -3.33010 -0.040 -0.030 -0.030
C -2.50155 2.37569 -3.75162 0.051 -0.012 -0.002
N -2.60945 0.91994 -1.70806 0.056 0.012 -0.116
N -1.60318 1.61318 -0.98245 0.053 0.134 0.210
H -4.86383 3.29646 -2.56893 0.028 -0.004 0.014
H -3.49452 3.55388 -1.48981 -0.019 -0.016 0.009
H -4.71309 2.33131 -1.08731 0.009 0.017 -0.018
H -4.94764 1.24633 -4.08439 0.004 -0.015 0.026
H -4.99578 0.29755 -2.58204 0.020 0.014 -0.033
H -3.78602 -0.05852 -3.82943 -0.036 0.041 0.028
H -3.11111 2.96978 -4.43561 0.000 -0.039 0.012
H -1.98324 1.60880 -4.33464 -0.006 0.031 0.019
H -1.75078 3.05255 -3.33631 -0.018 -0.010 0.020
H -2.13945 0.17784 -2.21264 0.028 -0.040 0.030
H -2.03570 2.06189 -0.17552 -0.029 -0.021 -0.010
H -1.14664 2.33012 -1.54527 -0.040 0.058 -0.047